Below is a molecular structure, C46H68BN7O3SeSr in a non-equilibrium geometry, with properties calculated with the ωB97M-V functional and the def2-TZVPD basis.

Properties
Largest force on an atom = 1.11 eV/A
Relative energy (zero: lowest compared OMol25 entry of this formula, charge and spin) = 1.1 kcal/mol
Net charge = -2
Kohn-Sham gap = 0.1854 Eh
E_tot = -4859.9544 Eh
Spin multiplicity = 1
E_HOMO = -0.941 eV

Cartesian coordinates (Å):
Sr (-0.6278, 0.0962, -0.1923)
C (4.9040, 6.2856, -1.1235)
C (5.2286, 4.8881, -0.5754)
C (6.0226, 5.0371, 0.7307)
C (6.1230, 4.1792, -1.5933)
C (3.9356, 4.1198, -0.3156)
C (3.6217, 2.9200, -0.9339)
C (2.4297, 2.2596, -0.6756)
Se (2.1175, 0.5700, -1.5404)
C (1.3896, 1.2328, -3.1970)
C (2.2570, 1.7756, -4.1340)
C (1.7943, 2.3251, -5.3189)
C (0.4088, 2.2963, -5.5204)
C (-0.4926, 1.7587, -4.6216)
C (-0.0155, 1.1859, -3.3907)
O (-0.8084, 0.6650, -2.5248)
C (-1.9984, 1.7746, -4.8885)
C (-2.7050, 2.6027, -3.8041)
C (-2.5381, 0.3361, -4.8848)
C (-2.3507, 2.3956, -6.2427)
C (2.7056, 2.9539, -6.3698)
C (2.3336, 4.4308, -6.5664)
C (2.5492, 2.2196, -7.7096)
C (4.1789, 2.8890, -5.9649)
C (1.4610, 2.7549, 0.2394)
O (0.3643, 2.1405, 0.4837)
C (1.7978, 3.9933, 0.8900)
C (2.9938, 4.6176, 0.5944)
C (0.8190, 4.5703, 1.9146)
C (0.6517, 3.5747, 3.0735)
C (-0.5442, 4.8356, 1.2554)
C (1.3079, 5.8946, 2.5074)
H (5.8211, 6.8559, -1.3041)
H (4.2846, 6.8476, -0.4239)
H (4.3542, 6.2034, -2.0626)
H (6.9507, 5.5931, 0.5613)
H (6.2727, 4.0541, 1.1334)
H (5.4412, 5.5670, 1.4859)
H (7.0331, 4.7639, -1.7553)
H (5.6178, 4.0652, -2.5537)
H (6.4138, 3.1878, -1.2430)
H (4.3077, 2.4576, -1.6323)
H (3.3141, 1.7655, -3.9009)
H (0.0238, 2.7280, -6.4373)
H (-2.4531, 2.2371, -2.8121)
H (-3.7909, 2.5551, -3.9362)
H (-2.3952, 3.6486, -3.8746)
H (-2.3099, -0.1526, -3.9402)
H (-2.0815, -0.2381, -5.6961)
H (-3.6229, 0.3370, -5.0315)
H (-2.0298, 3.4378, -6.3046)
H (-3.4362, 2.3708, -6.3710)
H (-1.9018, 1.8442, -7.0724)
H (1.2963, 4.5350, -6.8870)
H (2.9743, 4.8954, -7.3230)
H (2.4485, 4.9763, -5.6285)
H (1.5168, 2.2540, -8.0591)
H (2.8289, 1.1704, -7.5994)
H (3.1855, 2.6719, -8.4773)
H (4.3566, 3.4249, -5.0314)
H (4.7964, 3.3467, -6.7429)
H (4.5082, 1.8573, -5.8322)
H (3.2241, 5.5498, 1.0969)
H (0.3165, 2.6086, 2.7020)
H (-0.0810, 3.9523, 3.7942)
H (1.6041, 3.4358, 3.5921)
H (-0.9594, 3.9218, 0.8362)
H (-0.4346, 5.5695, 0.4521)
H (-1.2430, 5.2399, 1.9958)
H (2.2575, 5.7786, 3.0350)
H (0.5675, 6.2558, 3.2258)
H (1.4300, 6.6596, 1.7368)
C (-2.5169, 0.6205, 2.9819)
C (-1.8744, -0.7224, 3.1022)
C (-2.2637, -1.8123, 3.9026)
C (-1.3511, -2.8044, 3.6123)
C (-1.2887, -4.1927, 4.1614)
N (-0.4854, -2.3130, 2.6980)
N (-0.8098, -1.0381, 2.3869)
B (0.7855, -3.0125, 2.1634)
N (2.0475, -2.1740, 2.4648)
N (2.2731, -0.9660, 1.8959)
C (3.3987, -0.5080, 2.4167)
C (3.9756, 0.8116, 2.0184)
C (3.9205, -1.4267, 3.3497)
C (3.0251, -2.4743, 3.3505)
C (3.0600, -3.7195, 4.1768)
N (0.6884, -3.3827, 0.6632)
N (0.4040, -2.4896, -0.3119)
C (0.4809, -3.1346, -1.4654)
C (0.2655, -2.4498, -2.7756)
C (0.8260, -4.4797, -1.2444)
C (0.9506, -4.5931, 0.1238)
C (1.3148, -5.8070, 0.9150)
H (-2.6177, 1.0915, 3.9632)
H (-1.9249, 1.2800, 2.3476)
H (-3.5101, 0.5360, 2.5360)
H (-3.0989, -1.8759, 4.5813)
H (-2.1217, -4.3417, 4.8498)
H (-1.3593, -4.9383, 3.3681)
H (-0.3578, -4.3763, 4.6999)
H (0.8932, -4.0446, 2.7649)
H (3.1912, 1.4980, 1.7073)
H (4.5216, 1.2571, 2.8530)
H (4.6679, 0.7091, 1.1788)
H (4.8161, -1.3339, 3.9438)
H (3.9586, -3.7100, 4.7956)
H (2.1917, -3.7930, 4.8339)
H (3.0774, -4.6194, 3.5605)
H (-0.4158, -1.6041, -2.6872)
H (1.2092, -2.0667, -3.1730)
H (-0.1460, -3.1484, -3.5067)
H (0.9623, -5.2589, -1.9772)
H (1.4534, -6.6462, 0.2322)
H (2.2410, -5.6620, 1.4728)
H (0.5387, -6.0704, 1.6349)
N (-4.9666, 2.1670, -0.2186)
C (-3.8326, 1.4118, -0.4024)
O (-2.7537, 1.8727, -0.0673)
C (-4.0260, 0.0634, -1.0506)
C (-3.1846, -1.0100, -0.3633)
H (-4.8722, 2.9961, 0.3448)
H (-5.8631, 1.7178, -0.2746)
H (-3.6613, 0.1953, -2.0768)
H (-5.1194, -0.1116, -1.1389)
H (-3.1511, -1.8969, -1.0109)
H (-3.6630, -1.3155, 0.5802)